Entry 1:
{
  "formula": "C24H48Cl6N2O2",
  "method": "wB97M-V/def2-TZVPD",
  "energy_ev": -107872.528,
  "fmax_ev_per_a": 3.837,
  "lumo_energy_ev": [0.5470, -0.0452],
  "s2": 2.009,
  "multiplicity": 3,
  "orbital_gap_ev": [9.14, 9.53],
  "elements": ["Cl", "Cl", "Cl", "Cl", "Cl", "Cl", "O", "O", "N", "N", "C", "C", "C", "C", "C", "C", "C", "C", "C", "C", "C", "C", "C", "C", "C", "C", "C", "C", "C", "C", "C", "C", "C", "C", "H", "H", "H", "H", "H", "H", "H", "H", "H", "H", "H", "H", "H", "H", "H", "H", "H", "H", "H", "H", "H", "H", "H", "H", "H", "H", "H", "H", "H", "H", "H", "H", "H", "H", "H", "H", "H", "H", "H", "H", "H", "H", "H", "H", "H", "H", "H", "H"],
  "xyz": [[-21.6330, -20.1669, 13.0086], [-22.6983, -18.0106, 2.2876], [-18.1859, -22.7496, 13.3363], [-20.9575, -19.3718, 10.0388], [-21.8097, -18.5140, 5.4071], [-24.3667, -20.5735, 7.6767], [-20.9828, -13.0102, 8.1594], [-23.8917, -24.4082, 11.8543], [-25.1663, -24.2531, 12.2754], [-20.0928, -13.7869, 7.5056], [-19.7652, -13.3693, 6.1247], [-23.7737, -17.7025, 3.6841], [-22.0126, -20.3923, 9.0694], [-23.4494, -18.7281, 4.7654], [-18.9706, -15.6891, 5.5065], [-18.6841, -14.2150, 5.4832], [-19.1896, -16.0442, 6.9791], [-25.4597, -22.9492, 12.8855], [-24.6585, -22.4906, 14.0952], [-20.6644, -21.6451, 13.0276], [-25.6878, -25.5110, 12.8882], [-20.1830, -15.5116, 9.2569], [-27.4873, -24.1029, 14.0400], [-25.2545, -21.8171, 11.8663], [-21.6652, -15.7611, 7.3319], [-24.9054, -25.9131, 14.1428], [-26.9883, -22.9357, 13.2114], [-19.1771, -21.2637, 13.2974], [-20.9650, -13.2729, 5.1335], [-23.3974, -19.8211, 9.0227], [-19.2425, -11.9301, 6.1594], [-27.1997, -25.3496, 13.2508], [-25.7620, -26.6781, 11.8994], [-20.2908, -15.2245, 7.7310], [-26.3179, -26.4042, 11.0047], [-25.3494, -20.7974, 12.2461], [-26.2562, -27.5183, 12.3901], [-22.0064, -21.4227, 9.4240], [-18.2013, -15.9406, 7.4302], [-18.7662, -20.5824, 12.5567], [-19.3591, -14.9049, 9.6355], [-19.9897, -11.1801, 6.4232], [-23.9032, -20.0473, 9.9596], [-23.6287, -22.6089, 13.7490], [-18.4080, -13.7964, 4.5169], [-20.5761, -13.0260, 4.1434], [-24.6339, -23.0734, 15.0186], [-23.5363, -19.7159, 4.3196], [-21.7368, -16.7399, 7.8166], [-21.8090, -16.0469, 6.2920], [-19.1439, -20.7984, 14.2811], [-27.3975, -26.2057, 13.9002], [-27.6069, -22.9769, 12.3138], [-27.8312, -25.4910, 12.3732], [-23.8617, -26.0963, 13.8841], [-24.1920, -18.5007, 5.5294], [-22.4893, -15.2187, 7.7946], [-24.9620, -25.1611, 14.9258], [-19.7516, -16.0216, 4.8190], [-18.7419, -11.5976, 5.2518], [-21.2911, -14.2946, 4.9218], [-25.9785, -21.7837, 11.0495], [-21.7745, -12.5977, 5.3980], [-26.9465, -24.1526, 14.9892], [-18.0915, -16.2032, 5.1111], [-24.2511, -21.8074, 11.4370], [-23.4503, -18.7560, 8.8114], [-23.5559, -16.7034, 4.0554], [-17.8561, -14.0868, 6.1886], [-21.5642, -20.4459, 8.0773], [-25.2915, -26.8918, 14.4293], [-19.5023, -17.0885, 7.0309], [-24.8061, -17.8733, 3.3860], [-19.8642, -16.5425, 9.4141], [-18.5761, -11.8164, 7.0195], [-28.5338, -24.0315, 14.3387], [-20.6594, -22.0604, 12.0220], [-21.1197, -15.3152, 9.7725], [-24.7920, -27.1167, 11.6594], [-21.0479, -22.2731, 13.8262], [-24.9437, -21.4845, 14.3925], [-27.1045, -22.0466, 13.8334]],
  "forces_ev_per_a": [[-0.357, 0.209, 0.465], [-0.208, 0.242, -0.258], [-0.068, 0.126, -0.036], [0.324, 0.284, 0.015], [-0.044, -0.308, 0.065], [0.306, -0.036, 0.500], [2.307, -1.600, -1.542], [-2.770, 0.585, 0.631], [3.683, -1.066, -0.146], [-2.714, 1.151, 0.348], [-0.863, 2.476, -1.606], [0.977, -0.721, 0.241], [0.346, -0.567, -1.202], [-0.617, 0.888, -0.679], [0.056, -0.163, -0.285], [0.331, 0.017, 1.120], [-0.489, -0.227, -0.415], [-2.565, 1.094, -0.245], [1.270, -1.271, 0.345], [1.746, 0.475, -0.373], [-1.739, -0.120, -0.090], [0.961, 0.327, -0.717], [0.685, -0.118, 0.177], [0.280, 0.543, -1.055], [-0.235, -0.886, 0.336], [0.321, -0.254, -0.816], [0.124, -0.009, 0.930], [-1.112, -0.099, 0.627], [0.352, -1.668, -0.162], [-0.772, -0.075, -0.139], [0.331, 0.705, 1.613], [0.516, -0.585, 0.986], [1.087, -0.322, 0.048], [0.479, -1.150, 0.591], [0.164, -0.038, -0.067], [-0.107, -0.267, 0.841], [-0.392, 0.220, 0.063], [-0.089, 0.154, 0.396], [-0.166, 0.013, 0.487], [-0.151, -0.128, -0.090], [-0.240, 0.189, 0.320], [-0.449, -0.298, -0.348], [-0.196, 0.151, -0.123], [0.227, 0.830, 0.158], [-0.073, -0.054, 0.004], [0.204, 0.625, 0.177], [-0.704, -0.376, -0.165], [-0.049, -0.120, 0.464], [0.156, -0.101, 0.113], [-0.058, 0.802, -0.143], [0.319, -0.008, -0.040], [-0.167, -0.168, -0.149], [0.212, 0.710, -0.207], [0.030, 0.397, -0.110], [0.074, 0.283, -0.022], [0.260, -0.633, 0.401], [0.075, 0.492, -0.461], [-0.090, -0.272, 0.137], [-0.423, 0.243, 0.268], [-0.015, -0.325, -0.075], [-0.733, 0.077, 0.348], [0.030, -0.697, -0.120], [0.066, -0.158, 0.260], [0.105, 0.004, 0.040], [0.111, -0.166, 0.284], [0.041, -0.454, -0.012], [0.341, -0.033, 0.145], [-0.328, 0.079, -0.205], [0.516, 0.095, -0.398], [-0.139, 0.232, -0.058], [-0.138, 0.194, 0.494], [0.147, -0.074, 0.319], [0.039, 0.357, -0.136], [-0.329, -0.128, -0.099], [0.520, -0.159, -0.243], [-0.098, 0.202, -0.346], [-0.596, -0.404, 0.218], [0.142, 0.131, 0.063], [0.166, 0.482, -0.349], [0.040, -0.282, -0.348], [0.292, 0.101, -0.351], [-0.475, 0.404, -0.608]]
}

Entry 2:
{
  "formula": "C24H48CuN13O",
  "method": "wB97M-V/def2-TZVPD",
  "energy_ev": -91718.149,
  "fmax_ev_per_a": 0.176,
  "lumo_energy_ev": [-2.0196, -2.5300],
  "s2": 0.753,
  "de_lowest_kj_mol": 0.0,
  "total_charge": 1,
  "multiplicity": 2,
  "orbital_gap_ev": [9.22, 8.68],
  "elements": ["Cu", "O", "N", "N", "N", "N", "N", "N", "N", "N", "N", "N", "N", "N", "N", "C", "C", "C", "C", "C", "C", "C", "C", "C", "C", "C", "C", "C", "C", "C", "C", "C", "C", "C", "C", "C", "C", "C", "C", "H", "H", "H", "H", "H", "H", "H", "H", "H", "H", "H", "H", "H", "H", "H", "H", "H", "H", "H", "H", "H", "H", "H", "H", "H", "H", "H", "H", "H", "H", "H", "H", "H", "H", "H", "H", "H", "H", "H", "H", "H", "H", "H", "H", "H", "H", "H", "H"],
  "xyz": [[0.1458, 0.2777, 0.4972], [-0.5715, -0.7521, -0.9777], [-1.8549, -0.9040, -0.9699], [0.5892, -1.3009, 1.8432], [2.3536, -0.6014, -2.2002], [-0.7681, -2.5412, -3.7842], [2.0106, 0.8667, -0.4336], [0.9238, 1.3487, 2.0607], [-4.8925, -1.8985, -1.9955], [-2.0388, 1.9201, -1.6038], [0.8484, -3.5975, 2.3281], [-3.5473, 2.3265, 0.0999], [3.3317, 1.4895, -2.2893], [-1.2470, -2.6946, 1.9454], [-1.3304, 1.7045, 0.5952], [-1.8209, -3.8401, 1.2568], [1.7007, 2.4186, 1.4215], [1.7557, 0.4989, 2.9497], [-4.3336, 3.3263, -0.5996], [-2.1535, -1.5968, 2.2161], [-0.7046, 2.0913, -2.1361], [1.8701, -0.9308, 2.4162], [-2.3318, -1.6011, -1.9583], [-1.4842, -2.1394, -2.9801], [2.1820, -3.8042, 1.8006], [2.2841, -0.7539, -3.6437], [2.9797, 2.8863, -2.4072], [2.6890, 1.8389, 0.4214], [-1.3025, 2.4559, 1.8449], [2.5510, 0.5954, -1.5961], [-4.1925, 1.7080, 1.2389], [-3.7503, -1.7741, -1.9981], [4.5177, 1.0767, -3.0127], [2.1856, -1.8365, -1.4617], [-0.2581, 1.8541, 2.7787], [-3.0453, 1.5273, -2.5750], [0.0991, -2.5002, 2.0151], [-2.2832, 1.9787, -0.2739], [0.3411, -4.6777, 3.1555], [-3.6137, 0.8468, 1.5612], [-0.2534, 1.1286, -2.3932], [0.0393, 2.5836, 3.5421], [-1.7791, -1.0141, 3.0555], [3.1397, -1.3159, -4.0260], [2.9387, -3.7840, 2.5894], [2.2220, 3.0219, 2.1750], [-3.8979, 1.0749, -2.0745], [-0.0808, 2.5782, -1.3930], [-2.2929, -0.9459, 1.3521], [-2.6091, 0.7850, -3.2467], [2.0332, 3.0763, -1.9081], [-0.6038, -4.3900, 3.6070], [-2.4957, -4.3965, 1.9109], [1.3036, 0.4945, 3.9425], [1.2574, -2.3273, -1.7481], [2.1677, -1.5939, 3.2340], [-1.0827, 3.5099, 1.6409], [5.3939, 1.6022, -2.6239], [2.4197, -3.0442, 1.0639], [-3.1214, -2.0177, 2.4932], [0.9956, 3.0669, 0.8992], [-2.3851, -3.5023, 0.3845], [3.5200, 1.3518, 0.9457], [2.6684, -0.9629, 1.6648], [2.2572, 0.2207, -4.1243], [-3.3843, 2.3717, -3.1793], [2.1445, -1.6219, -0.4004], [2.2286, -4.7793, 1.3091], [1.0598, -4.8881, 3.9504], [-4.3139, 2.4012, 2.0768], [3.0248, -2.5071, -1.6752], [1.3715, -1.2975, -3.8958], [4.4336, 1.2972, -4.0809], [-1.0323, -4.5046, 0.9153], [-4.6889, 4.0702, 0.1169], [-5.1839, 1.3612, 0.9398], [0.1943, -5.5948, 2.5781], [3.1268, 2.6849, -0.1129], [-5.2016, 2.8844, -1.0954], [2.8698, 3.1512, -3.4633], [2.7476, 0.9424, 3.0530], [-0.7565, 2.7153, -3.0321], [-0.6852, 0.9930, 3.2921], [-2.2456, 2.4455, 2.3979], [-3.7203, 3.8327, -1.3392], [3.7430, 3.5417, -1.9761], [4.6791, 0.0091, -2.8915]],
  "forces_ev_per_a": [[-0.032, -0.113, 0.085], [0.063, -0.081, 0.019], [0.098, -0.038, 0.064], [-0.003, 0.041, -0.089], [-0.007, -0.003, 0.082], [0.002, -0.023, 0.000], [0.095, 0.015, 0.064], [0.069, 0.030, 0.070], [-0.060, 0.030, -0.028], [-0.016, 0.128, 0.068], [-0.005, 0.005, -0.011], [0.060, 0.041, 0.046], [-0.050, -0.038, 0.009], [0.093, 0.026, -0.056], [-0.029, 0.070, -0.159], [0.007, -0.006, 0.005], [0.069, 0.034, -0.020], [0.017, -0.002, -0.005], [-0.023, -0.013, -0.060], [-0.063, 0.002, 0.025], [0.056, 0.026, -0.051], [0.047, 0.007, 0.018], [-0.111, -0.061, -0.037], [0.007, -0.008, -0.038], [0.045, -0.021, -0.042], [-0.032, 0.032, -0.036], [0.005, 0.088, -0.036], [-0.022, 0.129, -0.017], [-0.035, -0.018, 0.120], [-0.080, -0.003, -0.090], [-0.066, -0.033, 0.019], [0.008, -0.088, 0.035], [0.046, -0.015, -0.087], [-0.043, 0.022, 0.027], [-0.034, 0.051, 0.024], [-0.066, 0.011, -0.026], [-0.027, -0.008, 0.059], [0.033, -0.144, 0.012], [-0.013, -0.035, 0.004], [0.007, -0.016, 0.024], [0.023, 0.010, -0.013], [-0.030, -0.012, 0.000], [0.018, 0.033, 0.000], [0.003, -0.011, -0.039], [-0.002, -0.005, -0.008], [-0.013, -0.004, -0.020], [-0.003, 0.013, -0.019], [0.021, 0.001, 0.020], [-0.009, 0.028, -0.028], [-0.030, 0.030, 0.010], [-0.009, -0.005, -0.027], [0.015, -0.003, 0.015], [0.002, -0.005, -0.008], [-0.017, -0.048, -0.034], [-0.035, -0.013, -0.006], [-0.001, 0.028, -0.009], [0.044, -0.014, 0.002], [-0.022, 0.024, -0.007], [-0.011, -0.043, 0.015], [0.007, 0.004, 0.001], [0.013, -0.006, -0.031], [-0.011, -0.002, 0.004], [-0.030, -0.030, 0.049], [-0.033, 0.020, 0.002], [-0.004, -0.012, -0.008], [0.006, 0.015, 0.013], [0.008, 0.055, 0.046], [0.006, 0.002, 0.007], [-0.001, -0.002, -0.008], [-0.016, 0.006, -0.020], [-0.015, -0.004, 0.013], [0.059, 0.019, -0.006], [0.001, -0.014, 0.007], [-0.009, -0.002, -0.019], [-0.004, -0.014, 0.000], [-0.002, -0.004, 0.004], [-0.002, 0.004, 0.016], [0.028, -0.106, 0.086], [0.003, 0.014, -0.010], [0.013, -0.004, 0.005], [0.000, -0.013, 0.042], [-0.007, -0.019, 0.014], [-0.043, -0.003, -0.014], [0.050, 0.048, -0.037], [0.005, 0.009, -0.013], [0.004, -0.010, -0.007], [0.016, 0.027, 0.030]]
}

Entry 3:
{
  "formula": "C24H49BN2O5",
  "method": "wB97M-V/def2-TZVPD",
  "energy_ev": -39570.724,
  "fmax_ev_per_a": 4.223,
  "lumo_energy_ev": [0.5422, -0.2942],
  "s2": 2.009,
  "multiplicity": 3,
  "orbital_gap_ev": [9.33, 9.04],
  "elements": ["O", "O", "O", "O", "O", "N", "N", "C", "C", "C", "C", "C", "C", "C", "C", "C", "C", "C", "C", "C", "C", "C", "C", "C", "C", "C", "C", "C", "C", "C", "C", "B", "H", "H", "H", "H", "H", "H", "H", "H", "H", "H", "H", "H", "H", "H", "H", "H", "H", "H", "H", "H", "H", "H", "H", "H", "H", "H", "H", "H", "H", "H", "H", "H", "H", "H", "H", "H", "H", "H", "H", "H", "H", "H", "H", "H", "H", "H", "H", "H", "H"],
  "xyz": [[2.1857, 0.8049, -3.2542], [-3.9287, -0.7245, 4.8711], [-7.4814, -3.4227, 2.8371], [-6.7425, -5.0328, 4.2730], [0.8082, -0.7348, 3.1500], [1.8237, 1.8453, -4.0432], [1.9290, -0.2493, 2.5634], [1.5087, 0.7775, 1.5624], [-7.3088, -3.7588, 4.0395], [3.0600, 2.6258, -4.3607], [2.8324, -2.5564, 3.0820], [1.0627, 1.2913, -5.2032], [-3.0294, -1.5681, 4.1138], [1.9753, 0.6064, -6.2402], [-5.0951, -0.3354, 4.1145], [1.7775, -0.9523, -0.3033], [0.4820, 1.7801, 2.1475], [-0.0253, 0.2801, -4.7609], [0.2527, 2.4159, -5.8887], [2.6638, 4.0449, -4.8493], [2.1076, -2.0043, 0.7510], [2.7125, 1.6720, 1.1861], [3.9305, 2.8904, -3.1076], [0.9109, 0.1534, 0.2859], [-6.3579, -0.2639, 5.1429], [-7.7366, -2.7803, 5.2360], [4.1793, -0.9791, 1.7903], [-2.9476, -2.9819, 4.9247], [3.1687, 1.4627, -6.6474], [2.7110, -1.4143, 2.0434], [3.9432, 1.9328, -5.4199], [-7.5484, -1.2625, 4.6837], [1.8729, -3.0330, 3.2996], [3.8319, 0.8787, -7.2935], [4.3646, 1.9761, -2.6941], [4.7440, 2.6085, -5.7394], [-0.6821, 0.7139, -4.0018], [-1.9560, -1.1510, 4.1635], [4.4727, -0.1536, 2.4435], [-0.4867, 1.3166, 2.3522], [4.4408, 1.0632, -4.9748], [-5.9798, -5.1886, 3.6783], [-3.5871, -3.7398, 4.3675], [-5.9390, -0.5914, 6.1599], [3.3520, 3.3827, -2.3202], [-3.3556, -1.7651, 3.0417], [1.3982, 0.3489, -7.1355], [3.2565, -2.1929, 4.0227], [3.2120, 2.0556, 2.0808], [2.7945, -2.7403, 0.3191], [0.8672, 3.1215, -6.4460], [0.8522, 2.2292, 3.0733], [2.3869, 2.5374, 0.6015], [4.3624, -0.6842, 0.7549], [-0.3359, 2.9780, -5.1578], [3.4860, -3.3506, 2.7085], [-5.3719, -1.0397, 3.2654], [-6.7497, 0.8114, 5.2490], [-0.4489, 2.0013, -6.6184], [0.2895, 2.5925, 1.4399], [-7.0725, -3.0073, 6.1329], [4.8833, -1.7917, 1.9930], [2.6104, 4.1200, -5.9373], [0.3995, -0.6447, -4.3620], [2.3502, -0.3429, -5.8398], [1.7046, 4.3610, -4.4320], [0.7556, 0.9280, -0.4737], [1.2464, -1.4260, -1.1348], [2.6933, -0.5329, -0.7297], [-1.8715, -3.3208, 5.0814], [3.3933, 4.7986, -4.5385], [-3.4339, -2.8052, 5.9424], [-4.9166, 0.7470, 3.7728], [-8.3284, -0.8942, 3.8605], [-8.8569, -2.9389, 5.4570], [2.8395, 2.3173, -7.2460], [3.4565, 1.1693, 0.5699], [-0.0815, -0.2611, 0.5010], [1.1880, -2.5522, 0.9884], [-0.6499, -0.0113, -5.6109], [4.7754, 3.5407, -3.3542]],
  "forces_ev_per_a": [[-0.989, 1.931, -0.769], [-0.525, -0.586, -1.990], [0.745, -0.735, 4.081], [-0.175, 1.956, 0.954], [2.017, 1.036, -0.378], [2.109, -3.564, 0.827], [-3.674, -2.076, 0.001], [0.336, 1.993, -0.675], [-0.510, 0.494, -3.607], [0.768, 1.941, -0.050], [-0.695, 0.203, 0.288], [-1.810, 0.202, -1.129], [1.441, -1.463, 1.353], [0.403, -0.023, 0.097], [-0.985, 1.338, 0.932], [0.090, -0.008, 0.009], [-0.225, -0.571, 0.373], [0.480, -0.173, 0.508], [0.145, 0.324, -0.159], [-0.157, 0.175, -0.261], [-0.392, 0.216, -0.116], [0.349, -0.117, -0.150], [-0.242, -0.686, 0.296], [-0.050, -0.395, -0.019], [0.148, -0.221, 0.698], [0.557, -1.184, -0.241], [0.209, 0.208, -0.209], [-0.566, 0.714, -0.294], [-0.011, 0.049, 0.005], [1.897, -0.834, -0.054], [-0.151, -0.390, -0.126], [0.748, 0.112, 0.160], [0.030, 0.269, 0.013], [-0.054, 0.071, 0.040], [-0.263, 0.017, -0.048], [-0.145, 0.109, 0.227], [0.110, 0.002, -0.023], [-1.794, -0.201, -0.409], [-0.111, -0.034, -0.066], [0.220, -0.088, 0.091], [-0.141, 0.063, 0.148], [-0.917, 0.303, -0.032], [1.036, 0.621, 0.809], [-0.511, 0.578, -1.371], [-0.014, -0.069, -0.086], [0.373, 0.570, 1.366], [-0.160, 0.091, 0.231], [-0.064, 0.034, -0.087], [-0.074, -0.101, -0.033], [0.095, 0.085, 0.260], [0.016, 0.003, 0.125], [-0.005, -0.104, -0.044], [-0.184, -0.161, 0.107], [-0.065, 0.106, 0.099], [0.110, -0.072, -0.012], [0.010, 0.315, -0.185], [0.803, 0.870, 0.857], [0.680, -1.538, -0.250], [0.125, -0.163, 0.172], [0.266, -0.209, -0.068], [-1.118, 0.124, -1.013], [-0.280, -0.035, -0.003], [-0.125, -0.051, 0.081], [0.061, 0.231, 0.083], [-0.095, 0.107, 0.176], [0.052, -0.114, -0.048], [0.105, 0.079, 0.234], [0.089, 0.074, 0.034], [-0.045, 0.017, -0.003], [-1.520, 0.260, -0.406], [0.038, -0.278, 0.029], [0.761, -0.244, -1.348], [-0.348, -1.717, -0.094], [-0.012, -0.003, 0.050], [1.738, -0.026, -0.227], [-0.015, 0.000, 0.040], [-0.022, -0.039, 0.097], [0.082, 0.045, 0.220], [0.052, 0.093, 0.198], [0.208, 0.266, -0.037], [-0.265, -0.021, -0.245]]
}